Entry 1:
A single C4H7N3 molecule at a distorted geometry, computed with the ωB97M-V functional and the def2-TZVPD basis.

Energy above the lowest of the compared OMol25 structures with the same formula, charge and spin, kJ/mol: 398.8
Kohn-Sham gap (alpha / beta), eV: 9.71 / 5.43
Maximum force, eV/Å: 3.967
LUMO level (alpha / beta), eV: 0.39 / -0.94

Geometry (Å):
C1 -1.573245 -0.685930 0.550447
C2 1.819251 -0.890259 0.075430
N1 1.316519 0.241685 0.439041
C3 0.326837 0.955107 -0.330186
N2 0.720707 1.977623 -0.946933
C4 -1.142310 0.296934 -0.533649
N3 -1.746869 0.735890 -1.504817
H1 -2.129696 -1.517186 0.108515
H2 -2.245434 -0.162451 1.238840
H3 -0.750707 -1.086110 1.155085
H4 1.598203 -1.247225 -0.924627
H5 2.436427 -1.455321 0.763871
H6 1.496187 0.575969 1.382587
H7 -0.125869 2.261274 -1.473603

Forces on the atoms, in the same order (eV/Å):
-0.3603 -0.0343 -0.0548
1.0626 -3.0406 -1.1164
-1.9870 3.2312 1.1619
1.0049 -0.8320 0.2684
-1.1106 -0.0062 -0.2004
1.1699 0.0363 0.7831
-0.2393 -0.2586 0.0462
0.0843 0.1496 0.0629
0.0435 -0.0262 -0.1552
-0.0571 0.2299 -0.4185
0.1931 -0.0176 0.1959
-0.1723 0.0652 -0.1764
-0.0912 0.0829 -0.4111
0.4595 0.4205 0.0145

=====

Entry 2:
A molecular structure, C19H39Al2CsF4KN4O22PS2 at a distorted geometry, computed with the ωB97M-V functional and the def2-TZVPD basis.

Energy above the lowest of the compared OMol25 structures with the same formula, charge and spin, kJ/mol: 0.0
Kohn-Sham gap, eV: 1.25
Maximum force, eV/Å: 13.864
LUMO level, eV: -4.86

Geometry (Å):
C1 5.719690 0.016768 1.675580
P1 4.232669 1.150167 1.578360
O1 2.969801 0.428596 2.535165
N1 3.575682 1.264490 -0.157500
C2 3.073798 -0.139092 -0.483546
C3 1.580705 -0.378975 -0.786744
C4 0.586926 -0.334891 0.406992
C5 -0.705527 -1.207995 -0.046229
O2 -1.956895 -0.651350 0.505240
C6 -2.488308 0.373331 -0.339128
O3 -2.445145 1.593705 -0.011143
C7 2.539477 2.330583 0.001656
S1 1.682525 2.910275 -1.487397
O4 0.265586 2.491184 -1.375429
O5 1.742551 4.369464 -1.602292
C8 4.675527 1.571593 -1.164410
C9 5.431306 2.911748 -1.108769
N2 4.810274 4.042991 -1.823883
N3 6.666198 2.631041 -1.868613
N4 5.860414 3.363409 0.208540
H1 6.515574 0.606641 2.155951
H2 5.602597 -0.892737 2.319370
H3 6.122369 -0.329548 0.715572
H4 3.111086 -0.566877 2.531817
H5 3.350404 -0.865907 0.297335
H6 3.620151 -0.497479 -1.366896
H7 1.189649 0.168178 -1.654989
H8 1.546340 -1.432852 -1.118902
H9 0.975244 -0.836338 1.349589
H10 0.147694 0.713141 0.589954
H11 -0.759315 -1.242190 -1.139799
H12 -0.612585 -2.202940 0.404172
H13 -2.945534 0.127009 -1.310784
H14 1.796492 2.134674 0.774303
H15 3.083465 3.207090 0.389754
H16 2.211097 2.305699 -2.635134
H17 5.418912 0.765743 -1.130124
H18 4.225538 1.477823 -2.172615
H19 4.262314 3.738023 -2.632607
H20 4.266033 4.605827 -1.183780
H21 7.468787 2.656777 -1.253275
H22 6.751512 3.322891 -2.601390
H23 5.114660 3.730241 0.792880
H24 6.572383 4.076142 0.116032
C10 3.895616 1.931482 -4.994172
O6 3.520405 2.865290 -4.238553
O7 3.860468 0.701437 -4.646278
O8 4.346233 2.095621 -6.163395
K1 -0.580078 1.271908 1.895940
Cs1 3.012381 -1.051145 4.127786
F1 -0.377064 2.388523 5.305510
Al1 -0.615098 3.296138 6.774633
F2 -1.570928 4.683239 6.403534
F3 0.927760 3.769451 7.376652
F4 -1.426658 2.291781 7.913793
Al2 -5.037567 0.067862 -0.151836
C11 2.026260 7.691338 1.228787
C12 1.052673 6.539343 1.226818
O9 1.843760 5.470712 1.762653
C13 2.844696 6.022970 2.497230
O10 3.576312 5.397995 3.194635
O11 2.900946 7.358495 2.313582
H25 1.545688 8.651266 1.400427
H26 2.612018 7.746006 0.308609
H27 0.199430 6.709965 1.886138
H28 0.689569 6.291906 0.231237
C14 -6.902660 -6.557440 -2.824063
O12 -6.289597 -5.716227 -1.836592
C15 -5.198860 -5.088781 -2.256360
O13 -4.704583 -5.164588 -3.347583
O14 -4.733376 -4.340898 -1.242283
C16 -3.556677 -3.612350 -1.564397
H29 -7.774463 -7.014964 -2.370532
H30 -7.223544 -5.970584 -3.682916
H31 -6.219211 -7.346321 -3.133796
H32 -3.746306 -2.913464 -2.381349
H33 -2.740634 -4.285731 -1.824102
H34 -3.275299 -3.048324 -0.674197
C17 -12.794529 -7.303788 -2.274858
C18 -12.201508 -6.113610 -1.547200
O15 -10.844680 -6.051658 -2.003823
S2 -10.772101 -6.562301 -3.529464
O16 -10.780413 -5.428383 -4.387718
O17 -9.776496 -7.576054 -3.614799
O18 -12.223459 -7.252693 -3.587513
H35 -12.497083 -8.244597 -1.807128
H36 -13.878755 -7.255537 -2.334758
H37 -12.232757 -6.226167 -0.466824
H38 -12.700715 -5.184675 -1.831647
O19 2.159122 -4.861764 6.737657
H39 1.873092 -5.596943 7.291210
C19 8.275115 -0.243864 4.459112
O20 9.172416 -0.113312 3.622391
O21 8.174266 0.443937 5.512234
O22 7.314773 -1.066604 4.354717

Forces on the atoms, in the same order (eV/Å):
-0.5950 -1.0058 -0.0677
1.4159 2.7431 2.1417
1.5249 2.1642 -6.9452
-0.7480 -2.0657 0.5419
-0.8047 -1.0045 -1.1135
-0.0969 -0.6581 0.6759
-1.4359 -0.1981 -1.5809
0.6926 0.7142 1.0153
0.4475 0.9305 -1.6558
-0.3374 1.8598 1.1142
0.0917 -2.5275 -0.0911
1.2534 0.9483 0.0014
-3.8387 2.5967 -1.7824
1.7319 -0.9499 0.5981
1.2303 -1.9163 0.6220
0.4379 0.1245 -0.6786
1.5128 2.2474 -0.9027
-0.4992 -1.0064 0.6628
-0.5193 -0.5600 0.1917
-0.5970 -1.0963 0.5336
-0.4446 0.1387 -0.1361
-0.0781 0.6624 -0.4716
-0.2634 0.1349 0.0870
-0.2651 3.5504 -5.4217
0.0782 0.5185 0.0317
-0.0660 0.4263 0.1428
0.1680 0.1663 0.4215
0.3502 0.2903 -0.0125
-0.2664 0.9460 -0.9799
3.5036 -3.8747 -4.0003
-0.0672 -0.0749 0.2274
-0.1538 0.1384 -0.4145
1.0121 -0.6909 -0.0469
0.1040 -0.4448 -0.3133
-0.2476 -0.1279 -0.3094
0.6560 0.3138 0.3338
-0.3179 0.1472 0.4086
0.0745 0.1088 0.2229
0.0657 0.2465 -0.2152
-0.1836 0.0588 -0.2582
0.0494 -0.1225 -0.1110
0.0624 -0.0300 0.0440
0.0922 0.0842 -0.0138
-0.0519 0.0348 -0.1178
0.5550 -1.2808 -1.1577
-0.6040 0.5291 1.1831
-0.3557 -0.0986 0.9970
-0.1496 0.6073 0.2680
-3.2644 3.3525 5.4987
-0.2075 -6.9848 11.9740
-0.0067 -0.0208 -0.1162
-0.0768 0.4293 0.7568
0.5287 -0.8451 -0.0052
-0.8329 -0.3771 -0.5165
0.4584 0.4638 -0.8153
-0.4231 0.1220 0.2631
-0.0188 0.2960 -0.1874
-0.4348 0.0568 -0.2080
-0.0217 -0.0544 -0.1604
0.2682 0.0675 0.2873
0.0386 -0.1331 -0.1837
-0.1546 -0.2322 -0.0749
0.1228 -0.0065 0.1788
0.0026 -0.0468 0.0311
0.0801 -0.0046 0.0676
0.1492 -0.1956 0.0287
-0.2242 -0.2821 -0.1793
0.1372 0.1294 0.0659
-0.3523 -0.3095 -0.0360
0.1346 0.1224 0.0134
0.0645 0.2172 0.1773
0.1509 0.1573 0.0581
0.0768 0.1449 0.2114
0.1279 -0.0067 -0.0163
0.0739 0.1304 -0.0734
0.0724 -0.1365 -0.1312
-0.0361 0.0449 -0.1507
-0.1366 -0.1099 0.1141
0.0545 -0.3053 0.3964
-0.4098 0.3055 -0.1194
0.0738 -0.4771 -0.2388
-0.3857 -0.0106 0.1523
0.1854 -0.4085 0.0332
-0.1230 0.4149 -0.0728
0.2921 0.4612 0.0389
-0.0180 0.0212 0.0149
0.0383 0.0351 -0.2355
0.2535 -0.0294 -0.0173
-0.0302 -0.0293 0.0225
0.0749 0.3336 -0.3567
0.0025 0.0157 0.0079
-0.3007 0.0638 0.3529
-0.0605 0.0164 -0.0477
0.2273 0.0919 -0.1102
-0.2937 -0.1857 -0.3612

=====

Entry 3:
A single C4H5N molecule at a distorted geometry, computed with the ωB97M-V functional and the def2-TZVPD basis.

Energy above the lowest of the compared OMol25 structures with the same formula, charge and spin, kJ/mol: 495.8
Kohn-Sham gap, eV: 10.35
Maximum force, eV/Å: 5.983
LUMO level, eV: 0.67

Geometry (Å):
C1 2.482228 -0.043252 0.080415
C2 1.279434 -0.014145 0.073101
C3 -0.123002 0.004583 0.434163
C4 -1.022459 -0.084680 -0.706756
N1 -1.138030 1.082720 0.132006
H1 3.585454 -0.313580 -0.075872
H2 -0.336390 -0.969011 1.163771
H3 -1.973035 -0.560025 -0.438276
H4 -0.994880 0.191600 -1.748492
H5 -1.759319 0.705789 1.085940

Forces on the atoms, in the same order (eV/Å):
2.4372 -1.1170 -0.8505
0.2122 1.1470 1.3354
1.0436 -3.6605 -0.3736
-4.5183 -0.3169 -0.1636
-0.2136 -0.6701 5.9411
-2.4671 0.8658 0.3772
0.3808 3.1597 -1.3281
0.6378 -1.2872 -1.1248
1.1358 -0.3139 -0.1494
1.3515 2.1931 -3.6638